Record 1
10
Properties=species:S:1:pos:R:3:lowdin_charge:R:1 method="wB97M-V/def2-TZVPD" smiles="[H]/N=N/NOC" lumo_ev=1.01
H 3.31 0.10 -0.68 0.037
N 2.53 0.30 -0.05 0.002
N 1.53 -0.29 -0.52 -0.066
N 0.45 -0.16 0.23 -0.159
O -0.60 -0.92 -0.05 -0.157
C -1.69 -0.04 -0.04 -0.126
H 0.35 0.32 1.12 0.151
H -2.03 0.19 1.04 0.100
H -2.50 -0.53 -0.63 0.095
H -1.35 1.03 -0.42 0.122



Record 2
10
Properties=species:S:1:pos:R:3:lowdin_charge:R:1 method="wB97M-V/def2-TZVPD" smiles="CN(N)N=O" lumo_ev="0.62 / 0.62"
C 0.76 -0.64 0.56 -0.024
N -0.12 0.23 -0.24 -0.308
N -1.34 -0.32 -0.54 0.049
N 0.10 1.45 -0.56 -0.010
O 1.28 2.02 -0.11 -0.174
H 1.09 -0.16 1.50 0.083
H 0.27 -1.57 0.70 0.059
H 1.78 -0.80 0.01 0.120
H -2.13 -0.15 0.12 0.122
H -1.69 -0.06 -1.45 0.084



Record 3
10
Properties=species:S:1:pos:R:3:lowdin_charge:R:1 method="wB97M-V/def2-TZVPD" smiles="NNC(N)=O" lumo_ev=0.51
N 1.84 -0.05 -0.02 -0.049
N 0.65 -0.69 -0.06 -0.108
C -0.65 -0.05 -0.15 -0.440
N -0.58 1.38 -0.10 0.119
O -1.58 -0.89 0.11 -0.019
H 2.09 0.19 1.09 0.156
H 1.80 0.72 -0.68 0.069
H 0.64 -1.68 -0.01 0.121
H -0.12 1.86 0.81 0.171
H -1.34 1.84 0.05 -0.021



Record 4
10
Properties=species:S:1:pos:R:3:lowdin_charge:R:1 method="wB97M-V/def2-TZVPD" lumo_ev=0.66
H -1.77 1.44 0.85 0.118
N -0.70 1.54 0.50 0.097
C -0.33 0.52 -0.14 -0.602
N -1.02 -0.68 -0.49 0.056
N 1.00 0.23 -0.60 -0.097
O 1.63 -0.88 -0.12 -0.048
H -0.25 -1.20 -1.10 0.133
H -1.47 -1.08 0.41 0.118
H 1.43 1.09 -0.09 0.154
H 1.49 -0.99 0.79 0.070



Total energy in Eh, matching the order above: -280.45504, -280.46664, -280.52764, -280.49727
ΔE to the lowest compared entry with this formula, charge and spin in kcal/mol, matching the order above: 93.79, 86.51, 48.23, 67.29